This record from OMol25 describes a structure of composition C32H26AsN3O2PS7V in a non-equilibrium geometry. The level of theory is ωB97M-V with the def2-TZVPD basis set.

The geometry in XYZ format:
```
73
Properties=species:S:1:pos:R:3:lowdin_charge:R:1
As 3.474 4.547 -0.895 -0.28
V 2.289 1.623 -0.382 -0.31
S 3.767 1.474 1.568 0.63
S 2.175 -0.601 0.227 0.37
S 5.298 4.604 -0.002 0.04
S 2.886 5.438 -2.618 0.06
S 1.876 3.755 0.309 0.20
S 3.500 1.744 -1.897 0.44
S 0.573 -1.347 -2.831 0.35
P 1.419 -1.959 -1.199 0.19
O -0.460 1.391 0.881 -0.02
O 0.716 1.990 -3.472 0.05
N 1.407 1.663 2.864 0.07
N 0.477 1.515 -1.193 -0.03
N -1.342 1.626 -2.489 0.16
C -3.491 4.498 0.686 -0.07
C 4.139 -2.460 -1.635 -0.10
C -3.998 -1.172 0.548 -0.07
C 0.873 -3.555 1.028 -0.11
C -4.354 -1.977 -0.527 -0.11
C 2.757 1.718 2.927 -0.66
C 3.316 1.971 4.196 -0.07
C 3.747 -5.170 -2.108 -0.08
C 0.353 -2.981 -0.134 -0.40
C 0.072 -4.356 1.823 -0.08
C -4.418 4.922 -0.253 -0.09
C 0.593 1.862 3.925 -0.04
C -4.517 4.250 -1.463 -0.07
C 1.109 2.120 5.158 -0.04
C -1.768 -4.019 0.308 -0.08
C -2.747 2.746 -0.796 -0.12
C -3.188 -0.066 0.350 -0.02
C 0.025 1.741 -2.523 -0.60
C -1.252 -4.591 1.460 -0.08
C -3.053 -0.579 -1.992 -0.05
C -3.690 3.170 -1.728 -0.03
C -1.888 1.519 -1.144 -0.24
C -0.967 -3.212 -0.491 -0.09
C -0.572 1.460 -0.346 -0.43
C 5.212 -3.267 -1.984 -0.08
C 2.866 -3.007 -1.522 -0.39
C -2.714 0.241 -0.925 -0.13
C 5.018 -4.621 -2.219 -0.08
C 2.672 -4.366 -1.763 -0.08
C -2.663 3.414 0.421 -0.02
C 2.509 2.168 5.284 -0.04
C -3.875 -1.681 -1.793 -0.08
H -2.653 -0.367 -2.976 0.11
H 0.457 2.277 6.003 0.11
H -3.811 2.646 -2.670 0.12
H -5.242 4.565 -2.203 0.11
H 5.858 -5.251 -2.488 0.10
H -0.464 1.793 3.716 0.14
H 4.293 -1.407 -1.442 0.07
H -1.878 -5.224 2.080 0.10
H -2.799 -4.197 0.029 0.09
H 3.595 -6.227 -2.292 0.10
H 0.925 1.449 1.982 0.05
H 6.203 -2.837 -2.072 0.11
H 0.477 -4.806 2.722 0.10
H -1.859 2.032 -3.249 0.15
H -5.061 5.769 -0.045 0.10
H 2.953 2.372 6.250 0.12
H -4.358 -1.406 1.543 0.11
H -1.941 3.098 1.160 0.10
H -3.405 5.015 1.634 0.10
H -5.000 -2.834 -0.373 0.10
H 1.678 -4.791 -1.681 0.11
H 4.393 2.021 4.271 0.11
H -1.358 -2.750 -1.391 0.06
H -4.138 -2.310 -2.637 0.11
H -2.926 0.570 1.185 0.11
H 1.907 -3.380 1.302 0.10
```

LUMO in Eh: -0.060
Gap between HOMO and LUMO in eV: 6.59
ΔE to the lowest compared entry with this formula, charge and spin in kJ/mol: 0.0
Net charge: 0

This record from OMol25 describes a structure of composition C32H26BCl3F4GeN11SSn in a non-equilibrium geometry. The level of theory is ωB97M-V with the def2-TZVPD basis set.

The geometry in XYZ format:
```
80
Properties=species:S:1:pos:R:3:lowdin_spin:R:1
Sn -0.465 0.724 0.447 0.00
Ge 1.471 2.407 0.701 0.00
Cl 3.182 1.733 1.741 0.00
Cl 0.601 3.739 2.176 0.00
Cl 2.053 3.410 -1.086 0.00
S 0.166 -1.413 -0.437 0.00
F 4.107 -3.210 -5.044 0.01
F 4.804 1.118 -3.295 0.01
F 2.166 1.592 -3.483 0.00
F 1.526 -2.758 -5.263 0.00
N -1.936 2.251 0.801 0.00
N -2.700 2.013 1.887 0.00
N -0.382 0.060 2.595 0.00
N -0.498 1.254 -2.348 0.04
N -1.388 -2.148 -4.808 0.03
N -2.373 -0.493 0.383 0.00
N 7.435 -0.036 -2.421 0.11
N -1.501 0.276 3.343 0.00
N 2.616 -0.373 -0.489 0.00
N -3.131 -0.410 1.522 0.00
N 7.124 -3.494 -4.518 0.12
C -4.287 3.249 3.336 0.00
C 1.762 -1.209 2.862 0.00
C 6.750 -0.552 -3.156 0.04
C 5.926 -1.313 -4.015 0.26
C -5.429 -0.979 2.290 0.00
C 3.634 -1.970 -4.699 0.05
C 4.594 -1.667 -0.998 0.00
C 6.532 -2.539 -4.371 0.04
C 3.794 -2.788 -1.209 0.00
C 3.962 0.177 -3.803 0.05
C -3.393 3.146 2.176 0.00
C -1.454 4.028 -0.826 0.00
C -0.060 -0.793 4.644 0.00
C 0.346 -0.392 -4.122 0.09
C 2.435 -2.708 -1.031 0.00
C -4.304 -1.518 0.007 0.00
C 2.325 -1.752 -4.801 0.00
C 1.901 -1.458 -0.667 0.00
C 1.774 -0.573 -4.321 0.08
C -0.119 0.564 -3.197 0.02
C -2.129 3.514 0.390 0.00
C -2.581 -1.497 -1.916 0.00
C 0.506 -0.608 3.375 0.00
C -2.324 -0.199 5.691 0.00
C -4.314 -0.982 1.278 0.00
C -0.616 -1.366 -4.525 0.01
C -1.335 -0.255 4.569 0.00
C 4.519 -1.032 -4.200 0.03
C -3.005 4.122 1.282 0.00
C 2.666 0.385 -3.908 0.01
C -3.066 -1.181 -0.536 0.00
C 3.954 -0.478 -0.646 0.00
B -2.788 0.630 2.621 0.00
H -2.487 0.834 6.009 0.00
H -6.197 -1.693 2.018 0.00
H -0.786 3.295 -1.262 0.00
H -3.367 5.153 1.265 0.00
H 2.543 -0.983 3.594 0.00
H -5.901 0.015 2.395 0.00
H 1.653 -2.298 2.782 0.00
H -5.075 -2.084 -0.483 0.00
H -3.715 0.665 3.424 0.00
H 0.333 -1.320 5.498 0.00
H -3.809 2.826 4.250 0.00
H 2.070 -0.829 1.896 0.00
H -1.846 -0.764 -2.281 0.00
H 4.218 -3.742 -1.490 0.00
H -0.937 4.942 -0.639 0.00
H 4.513 0.446 -0.447 0.00
H -2.068 -2.446 -1.996 0.00
H -5.068 -1.236 3.285 0.00
H 5.676 -1.768 -1.046 0.00
H -3.423 -1.560 -2.619 0.00
H -5.187 2.686 3.173 0.00
H 1.789 -3.564 -1.142 0.00
H -1.928 -0.772 6.510 0.00
H -2.261 4.251 -1.550 0.00
H -3.282 -0.600 5.386 0.00
H -4.512 4.293 3.491 0.00
```

LUMO (alpha / beta) in Eh: -0.035 / -0.080
Gap between HOMO and LUMO (alpha / beta) in eV: 6.37 / 5.56
2S+1: 2
Expectation value of S²: 0.790
Net charge: 0

This record from OMol25 describes a structure of composition C32H26BF16N4O2Ta. The level of theory is ωB97M-V with the def2-TZVPD basis set.

The geometry in XYZ format:
```
82
Properties=species:S:1:pos:R:3:lowdin_charge:R:1
Ta -0.011 0.552 0.414 1.95
F -2.874 -2.005 -3.237 0.16
F -3.415 -0.799 -1.517 0.19
F -1.717 -0.014 1.179 -0.27
F 4.693 0.761 2.250 0.18
F -2.971 0.593 3.251 0.24
F -0.280 -2.816 -3.384 0.18
F 3.758 0.948 -1.766 0.18
F -1.336 -0.995 3.480 0.23
F 2.646 0.304 2.771 0.17
F 3.613 2.707 -0.524 0.16
F 5.280 1.369 -0.283 0.17
F 3.184 2.309 2.164 0.17
F -2.488 0.104 -3.232 0.17
F -3.296 -1.515 2.411 0.25
F -0.074 -0.730 -3.925 0.17
F 1.171 -1.570 -2.379 0.18
O 1.806 1.035 0.189 -0.24
O -0.724 0.045 -1.314 -0.23
N 0.063 1.535 2.244 0.02
N 0.748 -1.266 0.530 -0.08
N 0.076 2.956 4.209 0.13
N -1.918 3.773 5.445 0.13
C -0.466 -3.144 1.443 -0.02
C -2.493 2.916 -1.544 -0.01
C -1.800 2.821 -2.742 -0.02
C 3.420 1.012 1.941 -0.56
C 0.271 2.954 -1.599 -0.05
C 3.575 -3.613 -0.050 -0.02
C -4.079 3.155 0.859 -0.07
C 2.084 -1.731 0.333 -0.17
C -0.412 2.827 -2.799 -0.26
C 3.212 -0.892 0.315 -0.07
C 4.480 -1.441 0.158 0.03
C -1.140 -2.295 -0.716 -0.06
C 6.084 -3.342 -0.213 -0.04
C 0.319 2.712 -4.106 -0.03
C -2.149 4.567 1.646 -0.05
C -0.417 3.053 -0.385 -0.15
C -1.828 3.046 -0.331 -0.20
C -0.295 -2.246 0.397 -0.27
C -2.490 -0.981 -2.458 -0.56
C 3.970 1.417 -0.531 -0.55
C -3.293 -5.311 0.164 -0.04
C 3.093 0.616 0.479 -0.27
C 0.038 2.240 3.191 -0.28
C -2.228 -4.254 0.251 -0.24
C -1.016 3.369 4.850 -0.36
C -1.094 -1.211 -1.808 -0.25
C -2.076 -3.327 -0.770 0.04
C -2.564 3.248 0.987 -0.38
C 4.694 -2.799 -0.025 -0.25
C 2.306 -3.094 0.124 0.00
C -0.061 -1.591 -2.900 -0.55
C -1.417 -4.140 1.373 -0.01
B -2.475 -0.596 2.913 -1.01
H -2.361 2.719 -3.663 0.12
H -3.453 -5.631 -0.865 0.08
H -2.266 2.448 1.663 0.09
H -4.526 3.242 1.849 0.09
H -2.633 4.671 2.617 0.08
H 0.154 3.291 0.506 0.10
H -2.733 -3.418 -1.621 0.12
H -4.242 -4.927 0.544 0.09
H 6.087 -4.430 -0.175 0.08
H -4.390 2.198 0.438 0.08
H 5.340 -0.788 0.180 0.13
H 6.496 -3.039 -1.177 0.09
H -0.246 2.108 -4.816 0.08
H 6.759 -2.975 0.562 0.08
H 0.176 -3.046 2.308 0.14
H 1.355 2.975 -1.590 0.11
H 3.686 -4.679 -0.208 0.12
H -1.070 4.620 1.807 0.07
H -3.030 -6.186 0.758 0.08
H 1.297 2.250 -3.970 0.08
H 0.474 3.696 -4.553 0.09
H -4.485 3.959 0.239 0.09
H 1.468 -3.771 0.087 0.11
H -3.574 2.900 -1.566 0.11
H -1.535 -4.829 2.201 0.12
H -2.434 5.418 1.023 0.09
```

LUMO (alpha / beta) in Eh: -0.185 / -0.186
Gap between HOMO and LUMO (alpha / beta) in eV: 3.77 / 3.74
ΔE to the lowest compared entry with this formula, charge and spin in kJ/mol: 7.6
Net charge: 0

This record from OMol25 describes a structure of composition C32H26BrN2O6PdSSi. The level of theory is ωB97M-V with the def2-TZVPD basis set.

The geometry in XYZ format:
```
70
Properties=species:S:1:pos:R:3:nbo_charge:R:1
Pd -0.802 -0.476 1.780 0.62
Br 0.466 -6.286 -2.829 0.04
S -1.250 -1.013 4.189 2.52
Si -1.753 1.240 0.740 1.38
O -1.256 -2.298 0.132 -0.53
O -0.201 -1.868 3.499 -1.08
O -1.305 -1.206 5.617 -1.00
O 1.046 -1.119 0.182 -0.67
O -0.845 0.427 3.834 -1.02
O -2.527 -1.262 3.475 -1.08
N 4.484 -2.623 -1.791 -0.55
N 3.598 -1.009 -0.537 -0.51
C -3.893 1.435 2.562 -0.17
C 6.846 -1.696 -1.933 -0.25
C 0.471 5.297 1.465 -0.22
C -2.318 -3.050 0.757 -0.27
C -6.177 1.972 2.029 -0.24
C -5.857 2.013 0.682 -0.18
C -3.548 1.479 1.205 -0.49
C -2.218 -0.510 -3.014 -0.25
C 2.069 -2.829 -1.183 -0.11
C 0.689 -4.658 -1.886 -0.08
C -0.679 5.246 0.686 -0.23
C 0.295 2.930 1.864 -0.21
C 4.939 -0.721 -0.762 0.09
C -1.605 0.864 -1.104 -0.50
C -1.330 4.036 0.500 -0.21
C -0.262 -2.924 -0.524 0.36
C 0.951 4.140 2.059 -0.21
C 0.992 -2.259 -0.508 0.30
C 5.509 -1.724 -1.548 0.16
C -0.406 -4.104 -1.221 -0.32
C -4.550 1.765 0.276 -0.23
C 5.705 0.359 -0.331 -0.20
C 7.032 0.398 -0.708 -0.23
C -0.466 1.114 -3.237 -0.23
C -0.850 2.853 1.072 -0.41
C -5.196 1.680 2.968 -0.21
C 3.372 -2.143 -1.158 0.39
C -2.385 -0.139 -1.689 -0.12
C 7.592 -0.619 -1.499 -0.22
C -0.641 1.479 -1.907 -0.19
C 1.912 -4.042 -1.872 -0.26
C -1.255 0.119 -3.793 -0.22
H -3.253 -2.781 0.263 0.18
H 1.831 4.176 2.690 0.20
H 1.969 -0.758 0.179 0.54
H -1.121 -0.166 -4.829 0.20
H 0.653 2.038 2.367 0.24
H -4.315 1.802 -0.782 0.20
H -2.235 4.013 -0.098 0.20
H 0.982 6.240 1.618 0.20
H -6.621 2.233 -0.054 0.19
H 7.285 -2.476 -2.541 0.21
H -7.196 2.161 2.348 0.20
H -2.348 -2.750 1.806 0.27
H 5.263 1.134 0.280 0.23
H -3.139 -0.643 -1.094 0.20
H -5.445 1.625 4.021 0.21
H -1.071 6.148 0.233 0.20
H -3.139 1.180 3.297 0.26
H 2.738 -4.503 -2.395 0.21
H 7.654 1.223 -0.389 0.21
H -1.369 -4.592 -1.260 0.24
H -2.837 -1.291 -3.440 0.20
H -2.139 -4.121 0.658 0.17
H 8.637 -0.553 -1.773 0.21
H 4.545 -3.469 -2.325 0.42
H -0.010 2.252 -1.484 0.22
H 0.288 1.609 -3.836 0.20
```

LUMO in Eh: 0.071
Gap between HOMO and LUMO in eV: 6.78
ΔE to the lowest compared entry with this formula, charge and spin in kJ/mol: 71.4
Net charge: -1

This record from OMol25 describes a structure of composition C32H26CsF3I2N6O5S in a non-equilibrium geometry. The level of theory is ωB97M-V with the def2-TZVPD basis set.

The geometry in XYZ format:
```
76
Properties=species:S:1:pos:R:3:lowdin_charge:R:1
Cs 11.531 11.528 10.077 1.01
I 13.846 13.170 7.014 0.90
I 19.026 11.257 5.617 0.72
S 10.727 15.048 9.479 0.40
F 9.295 14.064 11.755 0.08
F 9.337 16.135 11.490 0.06
F 8.189 14.798 10.029 0.07
O 11.846 14.543 10.279 -0.46
O 10.724 16.435 9.106 -0.31
O 10.360 14.064 8.474 -0.40
O 14.058 10.549 9.175 -0.31
O 10.868 21.008 12.984 0.00
N 13.927 17.120 12.609 0.05
N 9.859 19.886 11.275 0.16
N 14.182 10.229 13.689 0.11
N 15.873 9.999 11.238 -0.06
N 8.508 8.868 10.383 0.05
N 8.898 9.644 9.386 0.01
C 13.720 17.998 13.504 -0.20
C 12.793 19.033 13.386 -0.02
C 8.839 8.997 8.154 -0.24
C 9.283 10.649 11.861 -0.24
C 15.865 9.193 12.462 -0.19
C 15.753 10.867 15.911 -0.09
C 16.307 9.906 8.754 -0.17
C 8.409 9.565 11.573 -0.32
C 8.196 6.943 6.984 -0.10
C 10.838 20.038 12.194 -0.49
C 11.966 19.065 12.265 -0.15
C 13.288 17.164 11.471 -0.11
C 15.500 9.993 13.692 -0.28
C 9.357 14.979 10.747 -0.55
C 15.193 11.566 7.287 -0.61
C 8.641 7.569 8.112 -0.04
C 12.264 18.129 11.258 0.01
C 14.354 11.105 15.940 -0.08
C 17.351 10.799 6.821 -0.75
C 13.634 10.867 14.745 -0.11
C 15.131 10.696 8.484 -0.43
C 17.452 10.031 7.974 -0.13
C 8.353 10.859 14.092 -0.09
C 16.321 10.248 14.793 -0.04
C 7.678 8.974 12.695 -0.08
C 16.250 11.567 6.466 -0.35
C 7.814 7.750 5.896 -0.09
C 16.245 9.234 10.061 -0.22
C 7.649 9.593 13.927 -0.14
C 9.092 11.343 13.002 -0.22
C 8.016 9.146 5.941 -0.12
C 8.574 9.777 6.980 -0.03
H 8.581 7.084 9.068 0.09
H 14.946 10.364 11.039 0.08
H 8.118 5.907 6.986 0.07
H 16.293 12.234 5.601 0.05
H 11.794 18.143 10.244 0.11
H 8.755 10.850 7.035 0.12
H 13.879 11.573 16.820 0.09
H 15.111 8.338 12.482 0.14
H 9.708 12.212 13.072 0.05
H 12.566 11.204 14.640 0.12
H 9.688 19.022 10.787 0.09
H 7.117 8.050 12.583 0.08
H 18.445 9.479 8.195 0.12
H 16.926 8.926 12.483 0.10
H 6.994 9.184 14.689 0.07
H 7.276 7.416 5.051 0.07
H 13.526 16.322 10.797 0.11
H 17.249 8.858 10.419 0.12
H 15.539 8.365 10.052 0.13
H 12.855 19.772 14.261 0.13
H 17.366 9.944 14.821 0.10
H 16.409 11.066 16.818 0.11
H 7.726 9.690 5.088 0.08
H 8.910 20.347 11.529 0.16
H 14.320 18.045 14.423 0.10
H 8.301 11.351 15.062 0.07
```

LUMO in Eh: 0.128
Gap between HOMO and LUMO in eV: 5.17
ΔE to the lowest compared entry with this formula, charge and spin in kJ/mol: 0.0
Net charge: -2

This record from OMol25 describes a structure of composition C32H26F16N3O4Ti in a non-equilibrium geometry. The level of theory is ωB97M-V with the def2-TZVPD basis set.

The geometry in XYZ format:
```
82
Properties=species:S:1:pos:R:3:lowdin_spin:R:1
Ti 0.075 0.477 -0.146 0.91
F 4.732 -1.854 1.941 0.00
F -0.482 2.304 -3.258 0.00
F -1.537 4.014 -2.500 0.00
F -4.242 3.211 -2.003 0.00
F 1.956 3.281 -2.788 0.00
F 2.611 -0.459 1.215 0.00
F -2.502 2.676 -3.906 0.00
F -4.210 1.972 -0.247 0.00
F 4.381 0.556 -0.718 0.00
F 4.581 0.131 -2.813 0.00
F 2.661 -5.796 0.413 0.00
F 3.177 3.086 -1.026 0.00
F 3.315 -1.113 -1.607 0.00
F 4.024 2.678 -2.959 0.00
F -2.968 3.713 -0.335 0.00
F 0.581 -4.456 -0.379 0.00
O 0.524 1.281 3.260 0.00
O -1.324 1.687 -0.658 0.00
O -0.444 2.599 1.834 0.01
O 1.675 1.032 -0.912 0.04
N 0.248 -1.616 0.384 0.00
N -2.026 -0.764 1.799 0.00
N -0.333 -0.185 -2.228 0.01
C 0.736 -0.300 -5.784 0.00
C -2.245 -1.674 0.698 0.00
C -0.974 -2.423 0.290 0.00
C 3.690 0.159 -1.795 0.00
C -3.174 0.074 2.058 0.00
C 0.129 1.537 1.883 0.00
C -1.656 -1.476 3.002 0.00
C -2.228 1.845 -1.655 0.00
C -1.682 -0.485 -2.431 0.00
C 1.752 0.526 -3.328 0.00
C 0.007 -0.481 -4.627 0.00
C 3.750 -3.883 1.250 0.00
C 1.365 -2.359 0.566 0.00
C 2.644 -4.464 0.675 0.00
C -2.681 0.484 -2.211 0.00
C 2.424 1.040 -2.047 0.01
C 0.459 -0.084 -3.338 0.00
C -2.108 -1.770 -2.802 0.00
C 2.450 0.697 -4.518 0.00
C 1.986 0.298 -5.764 0.00
C -4.425 -1.113 -2.804 0.00
C 2.796 0.527 -7.013 0.00
C 1.262 0.142 3.616 0.00
C 1.513 -3.753 0.321 0.00
C -1.669 2.714 -2.835 0.00
C -3.441 -2.082 -2.978 0.00
C 3.671 -2.510 1.421 0.00
C -3.413 2.692 -1.057 0.00
C -5.882 -1.440 -3.003 0.00
C 2.898 2.529 -2.208 0.00
C 2.558 -1.786 1.082 0.00
C -4.019 0.159 -2.427 0.00
H 2.339 0.310 3.529 0.00
H -6.508 -0.575 -2.778 0.00
H 3.415 1.185 -4.484 0.00
H -3.723 -3.095 -3.252 0.00
H -2.653 -1.108 -0.142 0.00
H 2.975 1.591 -7.191 0.00
H -6.089 -1.744 -4.032 0.00
H -3.003 -2.438 0.969 0.00
H -2.486 -2.125 3.344 0.00
H -1.348 -2.529 -2.942 0.00
H -0.782 -2.098 2.823 0.00
H -4.782 0.912 -2.290 0.00
H -3.987 -0.490 2.555 0.00
H 3.775 0.040 -6.959 0.00
H -1.132 -2.799 -0.724 0.00
H -6.199 -2.258 -2.351 0.00
H 2.277 0.129 -7.887 0.00
H -3.550 0.461 1.120 0.00
H -1.419 -0.762 3.789 0.00
H 1.003 -0.730 3.018 0.00
H 1.035 -0.083 4.664 0.00
H -2.882 0.916 2.689 0.00
H 4.627 -4.450 1.521 0.00
H -0.887 -3.304 0.936 0.00
H 0.308 -0.625 -6.729 0.00
H -0.976 -0.913 -4.723 0.00
```

LUMO (alpha / beta) in Eh: 0.161 / 0.161
Gap between HOMO and LUMO (alpha / beta) in eV: 5.89 / 6.08
ΔE to the lowest compared entry with this formula, charge and spin in kJ/mol: 141.2
2S+1: 2
Expectation value of S²: 0.752
Net charge: -2

net charge of number 2 (C32H26BCl3F4GeN11SSn)? 0

What is the net charge in the second record? 0

net charge of number 3 (C32H26BF16N4O2Ta)? 0